# 1
The following is a DFT calculation (ωB97M-V with the def2-TZVPD basis set) of a single C6H9N molecule.

```
16
Properties=species:S:1:pos:R:3
C -2.30160 -2.31419 -0.15321
C -1.02059 -1.62018 -0.09978
C -0.03793 -0.95316 -0.29736
C 0.89589 0.01822 -0.86813
N 0.67081 1.37924 -0.37575
C 1.73826 2.04098 0.34826
C 0.51380 1.58639 1.04951
H -2.22540 -3.37892 0.07563
H -2.67841 -2.20882 -1.17602
H -3.03002 -1.85483 0.51936
H 1.94676 -0.28923 -0.79349
H 0.64619 -0.00209 -1.93409
H 1.88757 3.09137 0.10855
H 2.65380 1.48262 0.55186
H 0.60336 0.72750 1.71430
H -0.26249 2.29510 1.33037
```

Values from the calculation:
Orbital gap: 10.0 eV
Structure (SMILES): CC#CCN1CC1
Maximum force: 0.63 eV/A
Highest occupied orbital energy: -8.924 eV
E_LUMO: 1.1 eV

Calculated atomic charges, method natural (NBO), unit e:
1. C -0.682
2. C 0.018
3. C -0.052
4. C -0.289
5. N -0.397
6. C -0.254
7. C -0.255
8. H 0.233
9. H 0.234
10. H 0.235
11. H 0.200
12. H 0.226
13. H 0.200
14. H 0.185
15. H 0.198
16. H 0.200


# 2
The following is a DFT calculation (ωB97M-V with the def2-TZVPD basis set) of a 2-piece molecular cluster, C6H9N overall.

```
16
Properties=species:S:1:pos:R:3
C 3.05448 0.79918 -0.14467
C 1.84619 0.58533 -0.61052
C 0.68555 0.14738 -0.88652
C -0.33730 -0.68629 -0.77052
N -1.34369 -0.60084 0.18987
C -2.64372 -0.09138 -0.20563
C -1.75081 0.68289 0.70237
H 3.91446 0.31885 -0.59870
H 3.20742 1.40114 0.74522
H -0.41860 -1.55516 -1.41762
H -3.50102 -0.63004 0.18807
H -2.73275 0.26420 -1.23071
H -1.24937 1.56255 0.30035
H -1.96209 0.71170 1.76828
H 1.95030 -1.29231 1.00481
H 1.28094 -1.61721 0.96591
```

Values from the calculation:
Orbital gap: 8.9 eV
Structure (SMILES): C=C=C=CN1CC1.[H][H]
Maximum force: 0.36 eV/A
Highest occupied orbital energy: -8.258 eV
E_LUMO: 0.7 eV

Calculated atomic charges, method natural (NBO), unit e:
1. C -0.482
2. C 0.038
3. C -0.138
4. C 0.009
5. N -0.398
6. C -0.243
7. C -0.249
8. H 0.220
9. H 0.220
10. H 0.211
11. H 0.205
12. H 0.200
13. H 0.209
14. H 0.209
15. H -0.001
16. H -0.010